37
Properties=species:S:1:pos:R:3 method="wB97M-V/def2-TZVPD" de_lowest_kj_mol=162.0 spin_multiplicity=1 energy_ev=-19931.9964 smiles="C/C=C/CCCCO.O.O.O.O.O" homo_lumo_gap_ev=9.867 total_charge=0 homo_energy_ev=-9.34 molar_mass_g_mol=204.26
C 2.382 1.504 1.474
C 2.017 0.604 0.327
C 1.050 0.895 -0.551
C 0.961 0.072 -1.830
C 0.493 0.894 -3.046
C -0.702 1.846 -2.992
C -1.990 1.195 -2.478
O -2.084 -0.159 -2.953
H 3.361 1.932 1.238
H 2.401 1.054 2.461
H 1.702 2.350 1.435
H 2.382 -0.419 0.296
H 0.391 1.751 -0.467
H 1.891 -0.384 -2.120
H 0.253 -0.748 -1.654
H 1.343 1.569 -3.256
H 0.609 0.348 -3.992
H -0.770 2.365 -3.950
H -0.426 2.621 -2.271
H -1.776 1.109 -1.412
H -2.951 1.665 -2.670
H -1.395 -0.335 -3.598
O 0.995 -4.287 1.294
H 1.782 -3.789 1.558
H 0.322 -3.979 1.908
O -1.976 -1.135 -0.232
H -2.629 -1.512 -0.828
H -1.964 -0.186 -0.373
O 0.901 -1.549 2.447
H 0.527 -1.237 1.625
H 0.895 -0.974 3.215
O -1.451 -0.006 2.292
H -1.653 -0.441 1.448
H -1.593 -0.644 2.996
O 0.111 1.220 4.162
H -0.357 1.177 3.307
H 0.891 1.747 3.948

---

38
Properties=species:S:1:pos:R:3 method="wB97M-V/def2-TZVPD" de_lowest_kj_mol=295.5 spin_multiplicity=1 energy_ev=-21977.5725 smiles=OCCO.OCCO.CO.CO.CO homo_lumo_gap_ev=9.886 total_charge=0 homo_energy_ev=-9.61 molar_mass_g_mol=220.26
O -2.327 0.183 -3.389
C -2.527 0.352 -2.017
C -2.999 -0.981 -1.442
O -2.027 -2.025 -1.393
H -1.902 -0.677 -3.420
H -1.555 0.543 -1.562
H -3.230 1.162 -1.824
H -3.833 -1.405 -2.001
H -3.235 -0.783 -0.396
H -2.491 -2.864 -1.350
O 4.566 -0.626 0.503
C 3.670 0.404 0.126
C 3.709 1.579 1.119
O 4.820 2.453 0.900
H 4.289 -1.088 1.297
H 4.076 0.759 -0.821
H 2.692 -0.024 -0.097
H 3.843 1.155 2.114
H 2.735 2.065 1.055
H 4.666 3.333 1.251
C 1.561 -3.763 0.045
O 1.441 -2.908 1.184
H 1.141 -3.334 -0.865
H 2.586 -4.079 -0.146
H 0.979 -4.674 0.185
H 0.870 -2.188 0.907
C -3.307 2.612 1.430
O -2.344 3.368 0.702
H -2.953 2.255 2.397
H -4.280 3.094 1.518
H -3.537 1.746 0.808
H -2.641 3.574 -0.187
C -0.328 0.432 0.730
O -0.175 -0.929 0.375
H -1.354 0.699 0.982
H 0.146 0.637 1.691
H 0.040 1.072 -0.072
H -0.785 -1.130 -0.339

---

41
Properties=species:S:1:pos:R:3 method="wB97M-V/def2-TZVPD" de_lowest_kj_mol=0.0 spin_multiplicity=1 energy_ev=-24736.8419 homo_lumo_gap_ev=4.062 total_charge=-1 homo_energy_ev=-2.15 molar_mass_g_mol=374.60
Ba -0.015 -0.628 0.046
O 0.311 -1.881 2.385
H 0.562 -1.351 3.153
O -1.513 -1.773 -2.134
C -1.038 -3.078 -2.051
C 0.460 -3.388 -1.929
O 1.156 -3.003 -0.824
H -1.393 -3.701 -2.917
H -1.574 -3.578 -1.194
H 0.942 -2.902 -2.830
H 0.483 -4.500 -2.070
C -0.795 3.219 -1.253
O -1.028 1.822 -1.217
H -1.650 3.787 -0.869
H 0.089 3.410 -0.650
H -0.606 3.570 -2.273
H -1.790 1.606 -1.764
C 3.112 0.971 1.564
O 2.698 -0.119 0.766
H 2.324 1.725 1.534
H 3.310 0.679 2.597
H 4.020 1.440 1.159
H 3.065 -0.959 1.063
C 2.121 1.419 -2.469
O 1.587 0.170 -2.107
H 1.367 2.094 -2.897
H 2.503 1.895 -1.564
H 2.943 1.326 -3.188
H 1.210 -0.252 -2.888
C -3.620 -1.068 1.547
O -2.598 -1.269 0.606
H -3.165 -0.644 2.439
H -4.373 -0.351 1.181
H -4.137 -2.002 1.780
H -2.921 -1.771 -0.157
C -0.153 1.382 3.201
O -0.613 1.429 1.843
H -0.905 0.922 3.843
H 0.745 0.774 3.216
H 0.068 2.388 3.571
H -1.188 2.193 1.752

---

40
Properties=species:S:1:pos:R:3 method="wB97M-V/def2-TZVPD" de_lowest_kj_mol=0.0 spin_multiplicity=1 energy_ev=-30221.1792 homo_lumo_gap_ev=3.234 total_charge=-1 homo_energy_ev=-0.34 molar_mass_g_mol=420.49
C -1.732 -1.783 -4.092
Pb -0.848 -0.767 -2.298
N 0.832 0.284 -3.890
H -1.975 -1.492 -1.100
H -2.204 0.438 -2.142
H -2.717 -1.999 -3.654
H -1.117 -2.663 -4.228
H -1.751 -1.045 -4.878
H 1.801 -0.019 -3.703
H 0.751 1.297 -3.801
H 0.525 -0.028 -4.818
C 2.268 2.064 0.893
N 0.786 1.901 0.976
C 0.167 2.816 -0.045
P 0.423 0.289 0.684
O 0.913 -0.049 -0.724
N 1.285 -0.774 1.582
C 1.361 -2.178 1.111
C 1.304 -0.642 3.026
N -1.206 0.062 1.149
C -1.746 -1.313 1.346
C -1.765 0.970 2.154
H 2.468 3.135 1.047
H 2.693 1.794 -0.106
H 2.771 1.465 1.656
H 0.561 2.667 -1.076
H -0.925 2.749 -0.068
H 0.463 3.832 0.256
H 1.423 -2.280 0.019
H 2.269 -2.611 1.552
H 0.501 -2.767 1.482
H 2.173 -1.228 3.373
H 1.429 0.415 3.320
H 0.371 -1.069 3.470
H -1.508 -1.683 2.363
H -2.845 -1.255 1.281
H -1.416 -2.067 0.607
H -1.309 0.768 3.151
H -1.631 2.023 1.884
H -2.840 0.742 2.241

---

41
Properties=species:S:1:pos:R:3 method="wB97M-V/def2-TZVPD" de_lowest_kj_mol=51.4 spin_multiplicity=2 energy_ev=-24058.4900 homo_lumo_gap_ev="3.233 / 6.048" total_charge=-1 homo_energy_ev="-0.47 / -3.30" molar_mass_g_mol=238.28
C 0.870 0.686 0.888
C 2.107 1.248 0.751
C -0.788 -0.222 2.514
C 0.468 0.088 2.102
C 1.575 -0.499 2.966
C -3.059 -0.752 1.948
C -2.036 0.132 1.898
H 0.270 0.633 -0.040
H 2.995 1.380 1.318
H 2.448 1.500 -0.290
H -0.896 -0.909 3.393
H 1.321 -0.426 4.049
H 1.949 -1.456 2.544
H 2.498 0.055 2.902
H -2.806 -1.542 2.620
H -3.938 -0.847 1.440
H -2.046 1.131 1.452
H 2.246 1.666 -2.534
H 0.796 1.308 -2.871
O 1.398 2.034 -2.755
H -1.312 1.636 -1.902
H -1.759 1.880 -3.347
O -1.232 1.315 -2.787
H -0.822 -1.264 -1.886
H -1.260 -0.593 -3.103
O -0.922 -1.481 -2.816
H 2.331 -3.228 -0.468
H 3.005 -3.065 -1.675
O 2.906 -2.546 -0.877
H -0.911 3.546 0.080
H -1.890 2.708 0.727
O -1.410 2.748 -0.096
H 1.129 -4.036 1.570
H 0.085 -3.623 0.527
O 0.995 -3.875 0.635
H 0.263 3.337 -1.948
H 1.311 4.209 -1.093
O 0.410 4.110 -1.374
H -1.951 -1.857 0.214
H -2.041 -3.117 -0.655
O -1.587 -2.743 0.125

---

37
Properties=species:S:1:pos:R:3 method="wB97M-V/def2-TZVPD" de_lowest_kj_mol=264.3 spin_multiplicity=1 energy_ev=-33545.1026 homo_lumo_gap_ev=4.352 total_charge=0 homo_energy_ev=-3.77 molar_mass_g_mol=395.43
Pb 0.074 -0.033 -0.062
H 1.710 -2.391 1.729
H 1.258 -2.852 1.353
P 1.617 1.566 0.995
P -1.365 -1.436 -1.459
C -3.070 -1.577 -0.935
H -3.640 -2.127 -1.712
H -3.141 -2.130 0.015
H -3.533 -0.590 -0.789
C -1.416 -0.780 -3.131
H -0.405 -0.744 -3.568
H -2.054 -1.444 -3.747
H -1.834 0.237 -3.152
C -0.741 -3.101 -1.602
H -0.808 -3.634 -0.639
H -1.350 -3.646 -2.348
H 0.312 -3.114 -1.929
C 1.992 2.890 -0.160
H 2.727 3.569 0.316
H 2.422 2.489 -1.092
H 1.091 3.466 -0.420
C 1.047 2.361 2.489
H 0.934 1.630 3.306
H 1.793 3.124 2.796
H 0.076 2.857 2.341
C 3.180 0.800 1.386
H 3.607 0.282 0.513
H 3.887 1.586 1.716
H 3.071 0.065 2.201
H 1.217 -0.100 -1.307
H -0.837 1.360 -0.649
C -1.706 -0.272 2.320
O -0.484 -1.001 1.862
H -1.907 -0.782 3.221
H -2.472 -0.388 1.586
H -1.424 0.781 2.473
H 0.260 -0.759 2.375

---

49
Properties=species:S:1:pos:R:3 method="wB97M-V/def2-TZVPD" spin_multiplicity=1 energy_ev=-180951.5148 homo_lumo_gap_ev=6.313 total_charge=-1 homo_energy_ev=-5.07 molar_mass_g_mol=499.07
C -0.813 -2.636 -3.013
C 0.205 -1.543 -2.268
Br 1.102 -2.253 -0.579
C 0.441 -0.158 -2.788
Br -0.445 0.542 -4.485
Al 1.663 1.210 -1.818
C 0.500 2.090 -0.368
C 0.050 1.079 0.854
C 1.213 0.903 1.997
F 1.138 1.821 3.187
C 2.338 -0.070 1.981
F 2.265 -1.331 2.776
F 3.605 0.183 1.221
H -1.754 -2.718 -2.283
H -1.227 -2.256 -4.040
H -0.299 -3.689 -3.050
H 3.027 0.600 -1.300
H 2.024 2.378 -2.866
H -0.512 2.415 -0.909
H 1.021 3.029 0.098
H -0.383 0.076 0.428
H -0.866 1.620 1.396
O -1.024 3.650 -3.247
H -1.295 4.185 -4.008
H -1.447 2.792 -3.401
O 1.945 0.481 5.652
H 1.663 0.937 4.845
H 2.577 1.094 6.057
O -2.713 1.962 0.512
H -2.976 2.379 1.346
H -3.472 2.106 -0.072
O -3.187 -2.222 -0.862
H -2.584 -1.755 -0.264
H -4.067 -2.034 -0.501
O -5.232 -3.802 0.409
H -5.955 -4.225 0.897
H -4.735 -4.546 0.036
O 2.050 3.267 -5.751
H 1.327 2.844 -5.263
H 2.547 2.523 -6.124
O -1.447 -4.766 -5.224
H -1.718 -4.231 -5.985
H -1.870 -5.623 -5.378
O 4.643 -0.638 6.263
H 3.683 -0.544 6.165
H 4.988 -0.442 5.379
O 1.641 2.012 8.195
H 0.944 1.718 8.800
H 1.419 1.584 7.355

---

46
Properties=species:S:1:pos:R:3 method="wB97M-V/def2-TZVPD" spin_multiplicity=2 energy_ev=-47027.2194 homo_lumo_gap_ev="1.915 / 2.141" total_charge=+4 homo_energy_ev="-19.06 / -19.06" molar_mass_g_mol=324.45
Be -2.148 -4.766 -0.380
N 0.788 -2.819 -2.549
H 0.008 -2.610 -1.942
H 0.455 -3.619 -3.067
H 1.560 -3.035 -1.934
H 0.961 -1.968 -3.065
N 0.828 -2.513 1.439
H 0.318 -2.324 0.588
H 0.394 -3.394 1.674
H 0.573 -1.730 2.024
H 1.793 -2.717 1.221
C -1.873 -1.145 -0.075
O -1.223 -2.284 -0.707
H -1.179 -0.739 0.660
H -2.054 -0.301 -0.740
H -2.880 -1.251 0.330
O 0.170 -0.346 -4.144
S 0.063 1.055 -4.382
O 1.216 1.821 -4.841
O -1.203 1.262 -5.485
C -2.412 0.418 -5.393
C -3.606 1.235 -5.861
C -0.753 2.078 -3.016
H -2.558 -0.040 -4.414
H -2.306 -0.442 -6.055
H -3.675 1.407 -6.935
H -3.504 2.247 -5.470
H -4.552 0.727 -5.673
H -0.107 2.089 -2.138
H -1.599 1.668 -2.464
H -0.901 3.099 -3.367
O 0.828 -0.280 2.829
S 0.970 0.598 3.976
O -0.131 0.856 4.891
O 2.322 0.103 4.809
C 2.349 0.325 6.174
C 2.946 1.673 6.620
C 1.558 2.289 3.379
H 3.040 -0.387 6.625
H 1.372 0.206 6.644
H 2.151 2.406 6.481
H 3.891 1.878 6.118
H 3.115 1.571 7.692
H 0.820 2.683 2.680
H 2.542 2.178 2.925
H 1.634 2.841 4.316

---

48
Properties=species:S:1:pos:R:3 method="wB97M-V/def2-TZVPD" spin_multiplicity=1 energy_ev=-36243.5749 homo_lumo_gap_ev=1.415 total_charge=+1 homo_energy_ev=-11.63 molar_mass_g_mol=511.90
Hg 1.885 4.760 3.901
C 0.664 1.365 -0.684
O 1.517 1.399 0.440
H 0.835 2.095 -1.475
H 0.703 0.442 -1.263
H -0.388 1.496 -0.429
C -6.682 2.807 -1.503
C -6.810 1.369 -2.025
O -7.769 1.059 -2.981
O -6.652 3.710 -2.641
H -5.864 2.892 -0.788
H -7.566 3.098 -0.935
H -7.187 0.735 -1.222
H -5.823 1.034 -2.343
H -8.475 0.624 -2.497
H -7.516 3.653 -3.055
C 6.241 -3.858 1.934
C 5.593 -3.778 3.296
O 5.472 -2.466 3.646
O 5.253 -3.468 0.976
H 6.669 -4.796 1.579
H 7.074 -3.156 1.902
H 6.301 -4.218 3.999
H 4.580 -4.177 3.341
H 4.572 -2.194 3.450
H 5.131 -2.517 0.914
C -5.755 -0.713 5.327
O -6.153 -1.836 5.672
N -4.693 -0.473 4.632
N -6.206 0.409 5.836
H -4.158 -1.184 4.153
H -4.409 0.492 4.539
H -5.649 1.165 5.464
H -6.969 0.470 6.495
C 7.015 3.526 -4.470
O 8.060 3.778 -4.946
N 6.028 4.365 -4.379
N 6.737 2.298 -4.126
H 6.235 5.286 -4.738
H 5.181 4.116 -3.888
H 7.521 1.662 -4.094
H 5.808 2.105 -3.780
O 0.575 -3.364 -5.886
H -0.184 -3.021 -6.357
H 0.289 -3.415 -4.974
O -0.533 -4.591 1.662
H 0.362 -4.271 1.549
H -0.860 -4.710 0.771

---

42
Properties=species:S:1:pos:R:3 method="wB97M-V/def2-TZVPD" de_lowest_kj_mol=330.6 spin_multiplicity=1 energy_ev=-23514.9235 smiles="C=C/C=C/C[C@H](C)N.O.O.O.O.O.O.O" homo_lumo_gap_ev=8.987 total_charge=0 homo_energy_ev=-8.74 molar_mass_g_mol=237.29
C -0.501 -3.539 2.746
C -0.132 -2.264 2.980
C -0.976 -1.125 2.693
C -1.703 -0.909 1.549
C -2.378 0.413 1.140
C -1.515 1.434 0.270
C -2.230 2.647 -0.271
N -1.011 0.592 -0.983
H -1.483 -3.747 2.435
H 0.227 -4.394 2.916
H 0.867 -2.108 3.222
H -0.821 -0.372 3.580
H -1.711 -1.640 0.621
H -3.266 0.233 0.751
H -2.610 0.929 2.102
H -0.588 1.820 0.898
H -3.389 2.572 -0.401
H -1.868 2.670 -1.473
H -1.830 3.436 0.261
H -1.793 0.465 -1.531
H -0.421 -0.288 -0.907
O 1.773 -0.476 -3.220
H 1.508 -1.097 -2.590
H 2.722 -0.389 -3.100
O 2.591 -1.835 -0.854
H 2.732 -2.579 -0.302
H 2.426 -1.091 -0.275
O 1.573 3.921 0.395
H 1.399 4.631 -0.269
H 0.660 3.443 0.220
O -0.792 -4.498 -0.982
H -0.166 -4.744 -1.588
H -1.755 -4.621 -1.277
O -0.107 1.336 -3.930
H 0.790 1.277 -3.990
H -0.609 0.562 -3.676
O 2.535 -0.191 3.095
H 3.497 -0.039 3.271
H 2.101 0.211 3.904
O 0.709 3.578 -1.814
H 1.025 2.716 -1.926
H -0.206 3.377 -2.149

---

43
Properties=species:S:1:pos:R:3 method="wB97M-V/def2-TZVPD" de_lowest_kj_mol=1079.0 spin_multiplicity=1 energy_ev=-24752.5759 homo_lumo_gap_ev=6.784 total_charge=-1 homo_energy_ev=-3.53 molar_mass_g_mol=243.29
F -0.183 -0.270 0.085
C 2.363 -0.133 -1.239
O 1.240 0.717 -1.181
H 2.840 -0.093 -0.260
H 2.065 -1.150 -1.495
H 3.075 0.253 -1.969
H 0.599 0.272 -0.622
C 1.440 -1.479 2.271
O 0.128 -1.291 1.930
H 2.029 -1.826 1.421
H 1.842 -0.538 2.646
H 1.468 -2.314 2.971
H 0.072 -0.823 1.093
C -0.620 2.175 -2.560
O -0.788 1.100 -1.641
H -0.081 3.023 -2.139
H -0.132 1.735 -3.430
H -1.614 2.407 -2.941
H 0.071 0.766 -1.375
C 0.728 -2.975 -0.630
O 0.281 -1.837 -1.358
H -0.192 -3.416 -0.247
H 1.292 -3.717 -1.195
H 1.240 -2.726 0.299
H 0.193 -1.120 -0.726
C -0.865 1.113 3.368
O -1.309 0.485 2.175
H -1.742 1.468 3.909
H -0.391 0.388 4.029
H -0.239 1.973 3.128
H -0.760 -0.285 2.012
C -2.485 -1.746 -2.066
O -1.688 -0.741 -1.560
H -1.877 -2.561 -2.459
H -3.103 -2.071 -1.229
H -3.147 -1.398 -2.860
H -0.863 -1.161 -1.305
C -0.225 3.326 0.822
O -0.398 1.894 0.704
H 0.821 3.611 0.704
H -0.824 3.817 0.055
H -0.631 3.683 1.768
H 0.364 1.464 1.099